{"formula": "C38H76Br10O7", "method": "ωB97M-V/def2-TZVPD", "symbols": ["C", "C", "C", "O", "C", "H", "H", "H", "H", "H", "H", "H", "H", "C", "C", "C", "O", "C", "H", "H", "H", "H", "H", "H", "H", "H", "C", "C", "C", "O", "C", "H", "H", "H", "H", "H", "H", "H", "H", "C", "C", "C", "O", "C", "H", "H", "H", "H", "H", "H", "H", "H", "C", "C", "C", "O", "C", "H", "H", "H", "H", "H", "H", "H", "H", "C", "C", "C", "O", "C", "H", "H", "H", "H", "H", "H", "H", "H", "C", "C", "C", "O", "C", "H", "H", "H", "H", "H", "H", "H", "H", "Br", "C", "C", "Br", "H", "H", "H", "H", "Br", "C", "C", "Br", "H", "H", "H", "H", "Br", "C", "C", "Br", "H", "H", "H", "H", "Br", "C", "C", "Br", "H", "H", "H", "H", "Br", "C", "C", "Br", "H", "H", "H", "H"], "positions_angstrom": [[17.90638, 13.25405, 7.78411], [17.40200, 14.57197, 8.29593], [17.04244, 14.18881, 9.75860], [17.81946, 13.05264, 10.05745], [17.83625, 12.23785, 8.90799], [18.96098, 13.42684, 7.56950], [17.38950, 12.82641, 6.92500], [16.52718, 14.94069, 7.76034], [18.11656, 15.36954, 8.09247], [16.00156, 13.94280, 9.96874], [17.16886, 14.94455, 10.53382], [16.94409, 11.62487, 8.77992], [18.69742, 11.57062, 8.87223], [13.43078, 20.27201, 14.07971], [12.34082, 21.13431, 14.80358], [11.05774, 20.55963, 14.23272], [11.37848, 20.12090, 12.93580], [12.69550, 19.49743, 13.02854], [13.97860, 19.61841, 14.75853], [14.15034, 20.95802, 13.63280], [12.52856, 22.14804, 14.44976], [12.44570, 21.11925, 15.88842], [10.21350, 21.24777, 14.18976], [10.66560, 19.67516, 14.73476], [13.24454, 19.66103, 12.10124], [12.59326, 18.43050, 13.22682], [14.90390, 10.47947, 17.76220], [13.77912, 11.26269, 18.38759], [13.81248, 12.62706, 17.73879], [14.20390, 12.27820, 16.40909], [14.95746, 11.05019, 16.33279], [14.78564, 9.39811, 17.69302], [15.84904, 10.71982, 18.24903], [13.74580, 11.31326, 19.47591], [12.84700, 10.75138, 18.14716], [14.60276, 13.13265, 18.29371], [12.95036, 13.28992, 17.81262], [15.99098, 11.12611, 15.99491], [14.56202, 10.29673, 15.65159], [9.57540, 9.55945, 12.90789], [9.96556, 9.62526, 14.42096], [9.40295, 8.33606, 14.94058], [9.65554, 7.38268, 13.92145], [9.47662, 8.03625, 12.66715], [10.24118, 10.03652, 12.18868], [8.61196, 10.03493, 12.72408], [9.56690, 10.47776, 14.97088], [11.02828, 9.66820, 14.65945], [8.32578, 8.32458, 15.10691], [9.88702, 8.08431, 15.88418], [8.58327, 7.75961, 12.10725], [10.30814, 7.84052, 11.99012], [16.42682, 14.88556, 13.74673], [16.44264, 16.12360, 12.89277], [15.61740, 17.11638, 13.70861], [15.32646, 16.48539, 14.94745], [16.19074, 15.38019, 15.12808], [17.31900, 14.26129, 13.69757], [15.66568, 14.17509, 13.42427], [16.04432, 16.01404, 11.88409], [17.41316, 16.60621, 12.77759], [14.69428, 17.38634, 13.19570], [16.20710, 18.01189, 13.90457], [15.75582, 14.51535, 15.62908], [17.05707, 15.76557, 15.66574], [12.99204, 16.14317, 8.60382], [13.58446, 17.26086, 9.53956], [13.64328, 18.46406, 8.60740], [14.04862, 17.87800, 7.41237], [13.60214, 16.44315, 7.30323], [11.91012, 16.19429, 8.48167], [13.26194, 15.12341, 8.87830], [14.61004, 17.05201, 9.84402], [12.88800, 17.38358, 10.36900], [14.33624, 19.23076, 8.95394], [12.67938, 18.95654, 8.47925], [14.50950, 15.84053, 7.26281], [12.91398, 16.20564, 6.49197], [12.07200, 15.29030, 12.67320], [12.18998, 14.46179, 13.95731], [12.26054, 13.06609, 13.44732], [12.12324, 13.05082, 12.08781], [12.55744, 14.31055, 11.62045], [12.67932, 16.19274, 12.60343], [11.06952, 15.58322, 12.36124], [11.32910, 14.51918, 14.62341], [12.99580, 14.74644, 14.63384], [11.41416, 12.53166, 13.87871], [13.15810, 12.48236, 13.65165], [12.07756, 14.44303, 10.65078], [13.63496, 14.35173, 11.46125], [19.51618, 9.68784, 13.67718], [17.57698, 9.78313, 13.35889], [17.29892, 10.88167, 12.38618], [15.31866, 11.03664, 12.32170], [17.10706, 9.98849, 14.32071], [17.17694, 8.84866, 12.96541], [17.76090, 10.68374, 11.41897], [17.66930, 11.85224, 12.71620], [11.91426, 17.57177, 16.35153], [13.64308, 17.51929, 17.45371], [13.97828, 16.10261, 17.91303], [15.65812, 16.18249, 18.93571], [13.42194, 18.11838, 18.33705], [14.40862, 18.01575, 16.85741], [14.05180, 15.42391, 17.06330], [13.20436, 15.66362, 18.54267], [8.17860, 15.24839, 15.30542], [8.75856, 13.88264, 13.96358], [7.52168, 13.16515, 13.33831], [6.50540, 14.55735, 12.29305], [9.40954, 13.20316, 14.51369], [9.28086, 14.41703, 13.17003], [6.86768, 12.59466, 13.99779], [7.90316, 12.46783, 12.59245], [7.51338, 19.56506, 14.02331], [7.77806, 18.15312, 12.60827], [9.15616, 18.17895, 11.92925], [9.30014, 16.70533, 10.59378], [7.00606, 18.46600, 11.90526], [7.48754, 17.20766, 13.06631], [9.96602, 17.96898, 12.62793], [9.33480, 19.12945, 11.42652], [13.35844, 8.54965, 10.37139], [13.80552, 10.14985, 9.22449], [12.60458, 11.07034, 9.21621], [12.81116, 12.50944, 7.83501], [13.91486, 9.76260, 8.21148], [14.66118, 10.71874, 9.58823], [12.52692, 11.54327, 10.19519], [11.69028, 10.49238, 9.08153]], "atomic_forces_ev_per_a": [[1.04, -0.77, -1.18], [-1.59, 0.35, 0.38], [-0.01, 0.78, 0.39], [0.47, -0.58, 0.95], [-0.02, 0.63, -0.49], [0.01, -0.39, -0.48], [0.14, 0.43, -0.28], [-0.30, -0.29, 0.06], [0.26, -0.09, 0.86], [-0.59, -0.27, -0.94], [0.92, 0.10, -0.21], [-0.40, -0.08, 0.42], [0.06, 0.09, 0.49], [0.28, 0.49, 1.28], [0.82, -0.46, -0.40], [-0.58, -0.16, 0.34], [1.09, -0.26, -1.08], [-0.74, 0.77, -0.68], [-0.05, -0.02, 0.09], [0.09, -0.17, -0.04], [-0.50, 0.15, 0.18], [-0.22, -0.11, -0.05], [0.18, 0.20, -0.23], [0.23, 0.04, 0.79], [-0.53, -0.35, -0.41], [-0.05, -0.07, 0.17], [0.95, 0.44, -0.42], [-2.00, -0.74, 0.90], [1.64, -1.42, 0.45], [0.20, 0.70, -1.51], [-0.37, -0.36, 1.20], [-0.15, 0.09, 0.48], [0.05, -0.21, 0.21], [0.49, 0.00, 0.08], [-0.27, 0.04, -0.25], [0.49, 0.60, -0.38], [-0.32, -0.55, -0.59], [0.13, 0.96, 0.08], [-0.87, 0.53, -0.33], [-0.29, 0.10, 0.68], [-0.30, 0.80, -0.43], [-0.19, -0.35, 0.16], [0.19, -0.26, -0.41], [0.98, 0.87, -0.59], [0.36, -0.05, 0.33], [-0.18, 0.03, 0.34], [-0.34, 0.17, -0.22], [0.21, -0.21, -0.60], [-0.24, 0.50, 0.16], [0.05, -0.55, -0.15], [-0.36, -0.21, 0.50], [0.18, -0.78, 0.23], [1.12, -1.14, -1.01], [0.23, 0.98, -0.56], [-0.02, -0.05, 0.03], [-1.23, 0.04, 0.52], [-0.09, -0.07, -0.01], [0.41, 0.28, -0.11], [-0.53, 0.26, 0.14], [-0.13, -0.22, 0.12], [0.36, -0.56, -0.02], [-0.16, 0.07, 0.26], [-0.11, 0.26, -0.03], [-0.47, 0.54, 0.82], [0.43, -0.43, -0.05], [-0.10, 0.26, 1.27], [-1.36, -0.49, -0.19], [-0.71, -0.81, 0.60], [0.20, -1.22, -2.28], [1.50, 1.45, 0.27], [-0.13, 0.19, 0.66], [-0.14, 0.16, 0.36], [-0.12, -0.33, 0.26], [0.38, 0.16, 0.37], [0.33, -0.13, -0.27], [-0.35, 0.01, 0.13], [0.17, 0.22, -0.76], [0.34, 0.63, -0.38], [0.40, 0.39, -0.62], [-0.20, 1.18, 0.88], [0.13, -2.15, 1.61], [-0.41, 0.12, -2.11], [-0.57, 0.04, -0.79], [0.05, 0.08, 0.47], [-0.17, -0.08, 0.56], [-0.25, 0.46, -0.24], [0.45, 0.06, -0.46], [0.03, -0.54, -0.04], [0.29, 0.30, 0.78], [0.07, 0.20, -0.03], [0.39, -0.14, 0.18], [-0.49, -0.16, -0.14], [-0.11, -0.05, 0.34], [0.03, 0.57, 0.08], [0.74, 0.15, -0.24], [0.21, -0.08, -0.06], [0.46, -0.14, 0.17], [-0.60, -0.01, -0.12], [-0.17, -0.12, 0.03], [1.31, -0.28, 0.80], [-0.83, 0.02, 0.32], [-0.44, 0.19, -0.78], [-0.52, -0.16, -0.40], [-0.11, 0.11, -0.24], [-0.16, -0.44, -0.08], [0.61, 0.13, 0.03], [0.15, 0.40, 0.28], [0.42, -0.56, -0.56], [-1.59, -0.03, 0.16], [0.98, 0.97, -0.41], [0.27, -1.13, 0.62], [-0.13, 0.00, -0.17], [0.07, -0.06, 0.25], [-0.03, 0.61, 0.16], [-0.05, 0.13, -0.13], [0.52, -0.74, -0.59], [-0.31, 0.55, -0.36], [-0.35, -0.20, 0.72], [-0.26, 0.66, 0.32], [0.13, -0.30, -0.06], [0.34, 0.17, 0.01], [-0.13, 0.15, -0.08], [0.06, -0.30, -0.03], [0.40, 1.08, -0.60], [-0.78, -0.05, -0.60], [-0.14, -0.07, 0.80], [-0.12, -0.98, 0.77], [0.48, -0.19, 0.29], [0.16, -0.70, 0.09], [-0.07, 0.42, -0.21], [-0.01, 0.38, -0.60]], "gap_ev": 9.8, "spin_multiplicity": 1, "smiles": "C1CCOC1.C1CCOC1.C1CCOC1.C1CCOC1.C1CCOC1.C1CCOC1.C1CCOC1.BrCCBr.BrCCBr.BrCCBr.BrCCBr.BrCCBr", "homo_energy_ev": -9.58, "de_lowest_kj_mol": 152.3}